Entry 1:
Formula: C3H4ClNO2
Source: the OMol25 dataset
Level of theory: ωB97M-V/def2-TZVPD

Structure (XYZ):
```
11
Properties=species:S:1:pos:R:3:forces:R:3
C -0.101 0.377 -1.526 1.59 -0.12 4.18
C -1.206 0.944 -0.731 1.79 0.32 -1.57
N -1.752 1.803 -0.179 0.33 -1.39 -0.44
O -2.513 2.338 0.547 -1.31 1.68 1.29
H 0.013 0.788 -2.435 -0.36 1.23 -3.48
H -0.161 -0.699 -1.543 0.08 -0.26 -0.09
H 0.895 0.721 -1.037 -1.55 -0.94 -0.32
O -1.557 -1.713 0.754 0.80 0.07 0.15
C -2.238 -0.756 0.671 -1.17 0.47 1.17
Cl -3.641 -0.713 -0.346 -1.19 -0.37 -1.11
H -2.379 0.173 1.274 0.99 -0.69 0.23
```
Positions in Å, forces in eV/Å.

Its HOMO energy is -9.999 eV. As for the charge: 0. The relative energy (zero: lowest compared OMol25 entry of this formula, charge and spin) is 91.6 kcal/mol. Its structure (SMILES) is CC#[N+][O-].O=CCl.

Mulliken population analysis, charges in e, atoms 1 to 2: -1.12, 0.42

Entry 2:
Formula: C3H4ClNOS
Source: the OMol25 dataset
Level of theory: ωB97M-V/def2-TZVPD

Structure (XYZ):
```
11
Properties=species:S:1:pos:R:3:forces:R:3
N 1.740 -0.334 0.000 2.39 -0.46 -0.09
C 0.919 0.737 -0.049 0.08 -0.57 0.00
C -0.413 0.858 -0.045 -1.63 -1.45 0.33
Cl -1.142 2.407 0.075 0.20 0.69 -0.19
C -1.359 -0.246 0.003 -1.20 1.25 0.32
O -0.795 -1.431 0.164 0.11 -1.33 -0.64
S -3.020 -0.139 -0.030 0.82 -0.04 -0.21
H 1.474 -1.325 0.041 -0.35 1.17 -0.02
H 2.790 -0.177 -0.015 -2.30 -0.12 -0.02
H 1.344 1.698 -0.111 1.29 0.77 0.06
H -1.539 -2.048 -0.033 0.58 0.10 0.46
```
Positions in Å, forces in eV/Å.

Its HOMO energy is -8.396 eV. As for the charge: 0. The relative energy (zero: lowest compared OMol25 entry of this formula, charge and spin) is 9.8 kcal/mol. Its structure (SMILES) is N/C=C(/Cl)C(O)=S.

Mulliken population analysis, charges in e, atoms 1 to 2: -0.38, -0.13

Entry 3:
Formula: C3H4ClNS
Source: the OMol25 dataset
Level of theory: ωB97M-V/def2-TZVPD

Structure (XYZ):
```
10
Properties=species:S:1:pos:R:3:forces:R:3
C 1.176 -0.441 -1.156 0.96 0.45 -0.88
C 0.020 0.043 -0.760 0.06 0.16 0.40
Cl -1.241 0.116 -1.918 -0.80 0.11 -0.28
C -0.355 0.625 0.574 -0.66 0.10 0.84
N -0.629 -0.285 1.557 -0.44 -0.67 -0.34
S -0.546 2.255 0.794 0.22 -0.82 -0.21
H 2.061 -0.405 -0.538 -0.07 -0.19 0.25
H 1.327 -0.624 -2.236 -0.14 -0.27 0.88
H -0.590 -1.302 1.325 -0.15 1.46 0.36
H -1.222 0.019 2.358 1.03 -0.34 -1.02
```
Positions in Å, forces in eV/Å.

Its HOMO energy is -8.690 eV. As for the charge: 0. The relative energy (zero: lowest compared OMol25 entry of this formula, charge and spin) is 6.7 kcal/mol. Its structure (SMILES) is C=C(Cl)C(N)=S.

Mulliken population analysis, charges in e, atoms 1 to 2: -0.68, 0.26

Entry 4:
Formula: C3H4ClNS
Source: the OMol25 dataset
Level of theory: ωB97M-V/def2-TZVPD

Structure (XYZ):
```
10
Properties=species:S:1:pos:R:3:forces:R:3
C 1.842 0.193 -0.224 1.31 -0.34 0.31
C -1.732 -1.986 -0.055 0.08 0.52 0.29
C 0.187 1.935 0.050 -0.67 -0.08 2.66
N 1.210 1.225 0.032 1.30 -1.48 -0.55
S -0.144 -1.788 -0.131 0.29 -0.71 -0.54
Cl 3.586 0.010 0.110 -1.11 0.62 -0.19
H -2.382 -2.448 -0.847 0.56 0.56 1.01
H -2.071 -1.521 0.884 -1.15 -0.64 -0.67
H -0.379 1.972 0.991 0.08 0.15 -0.53
H -0.116 2.408 -0.809 -0.68 1.41 -1.78
```
Positions in Å, forces in eV/Å.

Its HOMO energy is -8.378 eV. As for the charge: 0. The relative energy (zero: lowest compared OMol25 entry of this formula, charge and spin) is 90.6 kcal/mol.

Mulliken population analysis, charges in e, atoms 1 to 2: 0.05, -0.38

- Number 1 is which compound?
  C3H4ClNO2